No. 1
The following is a DFT calculation (the ωB97M-V functional and the def2-TZVPD basis) of a molecular structure, C33H25F4MoN4S3.

Values from the calculation:
HOMO level: -16.3 eV
Net charge: +3
Frontier orbital gap: 0.2154 hartree
ΔE to the lowest compared entry with this formula, charge and spin: 24.9 kcal/mol
Maximum force: 0.019 hartree/bohr

```
70
Properties=species:S:1:pos:R:3:forces:R:3
Mo -0.614 0.354 0.960 0.594 -0.758 0.152
C 1.109 -0.392 4.183 0.184 0.003 0.007
C 2.192 -0.268 3.122 -0.015 -0.092 0.159
S 1.834 0.840 1.746 0.155 -0.020 -0.134
C 1.745 2.487 2.489 0.009 0.159 0.089
C 0.520 2.753 3.343 0.117 0.003 0.058
S -0.977 2.337 2.414 0.049 0.223 -0.144
C -2.094 1.727 3.691 -0.056 -0.022 0.060
C -1.585 0.504 4.455 -0.056 0.080 0.089
S -0.554 -0.621 3.471 -0.237 -0.083 -0.087
H 1.109 0.450 4.869 -0.032 0.011 -0.025
H 1.305 -1.286 4.777 -0.020 0.005 0.006
H 2.401 -1.230 2.651 -0.037 0.013 -0.039
H 3.129 0.067 3.570 -0.005 -0.016 0.009
H 1.786 3.174 1.642 0.000 -0.020 -0.009
H 2.662 2.637 3.062 -0.007 -0.004 0.001
H 0.455 3.817 3.576 -0.003 -0.001 -0.009
H 0.535 2.210 4.282 0.002 0.005 -0.010
H -3.017 1.501 3.157 0.026 0.005 -0.012
H -2.305 2.561 4.364 0.010 -0.012 0.013
H -2.441 -0.077 4.797 0.023 -0.021 0.002
H -1.011 0.779 5.338 0.007 0.011 -0.011
F 3.379 1.078 -1.715 0.022 -0.021 0.035
C 3.520 1.702 -2.891 -0.041 -0.002 -0.004
C 4.752 1.877 -3.411 0.076 0.079 -0.149
F 5.788 1.425 -2.751 0.037 -0.024 0.046
C 4.953 2.551 -4.683 -0.350 -0.047 0.133
C 3.732 3.009 -5.328 0.129 -0.014 0.045
C 2.507 2.823 -4.781 0.056 0.012 -0.046
F 1.443 3.272 -5.420 -0.034 -0.012 0.005
C 2.332 2.152 -3.537 0.030 -0.010 -0.027
C 1.070 1.950 -2.981 -0.368 -0.300 -0.001
C 0.803 1.309 -1.768 0.318 0.382 0.134
N 0.388 0.889 -0.770 -0.032 0.141 -0.358
C -0.183 2.355 -3.556 0.129 0.260 -0.008
N -1.244 2.678 -3.859 -0.036 -0.118 -0.025
F 3.818 3.628 -6.473 0.016 0.014 -0.035
C 6.188 2.744 -5.233 0.261 0.056 -0.142
C 6.403 3.389 -6.492 -0.036 -0.097 0.091
N 6.641 3.874 -7.506 0.017 0.037 -0.013
C 7.402 2.318 -4.602 -0.159 0.018 0.065
N 8.381 1.999 -4.093 0.054 -0.001 -0.052
C -2.841 -4.725 -2.893 -0.014 -0.068 -0.062
C -1.627 -4.114 -3.204 -0.041 0.077 0.107
C -1.144 -3.138 -2.365 -0.060 -0.012 0.009
C -1.849 -2.780 -1.185 0.048 -0.102 -0.126
C -3.089 -3.409 -0.900 0.008 0.046 -0.043
C -3.573 -4.365 -1.757 0.015 -0.027 -0.057
C -1.241 -1.800 -0.369 0.285 0.497 0.283
C -1.611 -1.308 0.889 -0.600 -0.492 0.223
C -2.616 -1.897 1.785 0.203 0.017 -0.195
C -2.438 -3.202 2.259 -0.063 -0.040 0.086
C -3.383 -3.762 3.100 0.050 0.033 -0.027
C -4.516 -3.036 3.460 -0.027 -0.045 0.018
C -4.706 -1.747 2.981 0.076 0.018 -0.054
C -3.749 -1.171 2.154 -0.085 0.032 0.102
H -3.230 -5.489 -3.554 -0.021 0.005 0.013
H -1.085 -4.398 -4.094 0.006 -0.005 -0.002
H -0.206 -2.645 -2.591 0.013 -0.003 0.004
H -3.670 -3.119 -0.038 0.015 -0.022 -0.023
H -4.523 -4.842 -1.562 -0.002 0.008 0.014
H -0.368 -1.349 -0.852 0.067 -0.003 0.065
H -1.564 -3.773 1.967 0.008 0.009 -0.005
H -3.245 -4.769 3.470 -0.004 0.000 0.008
H -5.256 -3.488 4.107 -0.010 0.019 0.001
H -5.599 -1.194 3.240 -0.012 -0.009 0.009
H -3.912 -0.175 1.758 0.016 -0.011 -0.009
C -2.100 1.266 0.211 -0.534 0.189 -0.083
H -2.240 2.346 0.208 -0.061 0.002 -0.108
H -2.877 0.736 -0.336 -0.071 0.070 -0.007
```
Forces are in eV/Å.


No. 2
The following is a DFT calculation (the ωB97M-V functional and the def2-TZVPD basis) of 2 unconnected molecules or ions with the total composition C21H27BNO4P at a distorted geometry.

Values from the calculation:
HOMO level: -8.8 eV
Frontier orbital gap: 0.2895 hartree
Maximum force: 0.062 hartree/bohr

```
55
Properties=species:S:1:pos:R:3:forces:R:3
N 3.018 1.102 -2.634 -0.408 -0.996 0.706
P 2.209 0.412 -1.437 0.751 1.056 -1.949
C 0.456 1.079 -1.473 -1.902 0.539 0.327
C 0.196 2.110 -2.494 -1.635 -0.341 0.832
C -1.136 2.709 -2.688 0.628 -2.135 2.253
C -2.202 2.235 -1.806 1.009 -0.797 0.236
C -1.947 1.211 -0.765 1.020 0.251 -0.753
C -0.616 0.612 -0.569 -0.545 2.096 -1.994
C -3.166 0.779 0.126 -0.338 0.081 -1.020
O -3.090 0.632 1.322 0.141 -0.226 -0.736
C -4.502 0.600 -0.675 -1.005 0.531 -1.481
C -5.436 -0.488 -0.467 -0.246 0.756 -0.693
C -6.672 -0.655 -1.270 1.605 2.286 -0.294
C -7.662 -1.859 -1.075 0.304 0.559 -0.470
B -6.849 -3.233 -1.345 0.211 -1.057 0.269
O -7.193 -4.133 -2.406 1.044 1.916 0.386
O -5.712 -3.608 -0.565 -0.841 1.181 -1.706
C -6.918 0.392 -2.283 1.752 -0.277 1.267
C -5.973 1.508 -2.507 0.147 -1.351 1.353
C -4.759 1.627 -1.719 -0.822 -1.692 0.481
C -3.684 2.748 -1.921 0.151 -1.060 0.274
O -3.959 3.906 -2.115 0.166 -0.702 -0.222
H 3.366 0.372 -3.260 0.000 0.431 0.094
H 2.239 -1.022 -1.554 -0.524 0.589 0.583
H 2.841 0.704 -0.186 -0.873 -0.273 -0.092
H 1.008 2.463 -3.171 -0.513 -0.631 0.817
H -1.291 3.465 -3.485 -0.021 -0.652 0.834
H -0.433 -0.174 0.208 -0.295 0.936 -0.806
H -5.182 -1.232 0.329 -0.358 0.739 -0.861
H -8.464 -1.718 -1.852 0.676 -0.346 0.851
H -8.148 -1.823 -0.066 0.532 0.023 -0.743
H -6.402 -4.129 -2.983 -0.699 -0.624 0.127
H -5.062 -3.900 -1.234 -0.174 -0.386 0.895
H -7.841 0.312 -2.901 0.900 0.184 0.492
H -6.192 2.251 -3.305 0.191 -0.620 0.771
C 3.640 -1.420 2.307 -0.122 0.068 0.186
C 4.196 -0.013 2.493 0.045 -0.060 -0.188
C 5.472 0.242 1.687 0.008 0.158 0.111
C 6.667 -0.638 2.062 -0.056 -0.154 -0.011
C 7.100 -0.560 3.527 0.062 0.070 -0.117
C 7.567 0.830 3.942 -0.022 -0.047 0.162
H 4.340 -2.181 2.655 -0.024 -0.003 -0.059
H 2.715 -1.536 2.877 0.031 -0.074 -0.065
H 3.414 -1.613 1.254 0.052 -0.051 0.015
H 4.368 0.176 3.557 0.020 0.024 -0.042
H 3.435 0.707 2.173 0.047 0.033 0.078
H 5.749 1.296 1.795 0.003 -0.049 -0.034
H 5.256 0.096 0.623 -0.005 0.008 0.005
H 7.514 -0.358 1.427 -0.021 -0.006 0.034
H 6.443 -1.681 1.818 0.004 0.043 -0.014
H 7.922 -1.265 3.683 -0.059 -0.027 0.008
H 6.287 -0.885 4.183 0.004 -0.018 -0.034
H 8.410 1.156 3.328 -0.053 0.027 0.002
H 7.893 0.823 4.984 0.010 0.072 -0.054
H 6.769 1.570 3.851 0.049 -0.002 -0.012
```
Forces are in eV/Å.


No. 3
The following is a DFT calculation (the ωB97M-V functional and the def2-TZVPD basis) of 8 unconnected molecules or ions with the total composition C5H25O8S2 at a distorted geometry.

Values from the calculation:
Spin multiplicity: 2
HOMO level (alpha / beta): -8.9 / -8.9 eV
Frontier orbital gap (alpha / beta): 0.2624 / 0.1305 hartree
Maximum force: 0.128 hartree/bohr

```
40
Properties=species:S:1:pos:R:3:forces:R:3
C 0.889 -0.752 1.518 -2.156 2.771 0.532
C -0.053 -1.045 2.690 -0.720 0.860 -2.020
O -1.009 -0.051 2.849 -0.806 0.653 -0.073
C 1.927 -1.745 1.537 1.511 -0.512 -2.844
S 1.276 -3.325 0.954 -0.194 -0.899 -0.416
S 0.822 -3.321 -0.970 -0.046 -1.186 -0.768
C -0.581 -2.446 -1.759 0.186 2.971 -1.033
C -1.517 -1.750 -0.813 -0.588 1.553 1.489
H 0.390 -0.593 0.539 0.182 -1.055 0.628
H 1.133 0.332 1.629 1.072 -1.068 0.346
H 0.530 -1.049 3.552 1.264 -0.527 1.751
H -0.561 -1.994 2.550 -0.218 -0.359 0.112
H 2.691 -1.589 0.674 -0.763 -0.450 2.377
H 2.293 -2.021 2.518 0.638 0.174 0.060
H -0.134 -1.601 -2.403 -0.211 -1.286 0.855
H -1.084 -3.074 -2.508 0.571 -0.748 0.647
H -1.716 -2.315 0.096 0.848 -0.039 0.587
H -1.128 -0.665 -0.558 -1.442 -2.235 -0.523
H -2.591 -1.781 -1.082 0.691 0.748 -0.950
H 2.521 1.667 -2.460 6.463 0.624 0.382
H 1.279 1.674 -1.614 0.473 -0.339 0.309
O 1.656 1.588 -2.512 -6.522 -0.676 -0.338
H -3.457 -0.226 2.106 -0.036 0.367 -0.610
H -3.061 0.607 0.743 -1.712 -0.901 1.490
O -3.842 0.053 1.256 1.916 0.716 -0.960
H -0.331 1.342 0.120 -1.709 -0.842 -1.076
H 0.365 2.365 0.551 1.513 0.262 -0.692
O 0.636 1.569 0.032 0.034 1.088 1.250
H -2.175 2.028 -0.653 -0.785 1.251 -0.975
H -0.733 0.778 2.424 -0.313 -0.369 0.090
O -1.920 1.642 0.154 0.971 -1.409 1.603
H -1.761 1.297 -1.889 2.256 -0.518 -0.995
H -0.198 1.190 -2.508 0.955 -0.053 0.845
O -1.119 1.259 -2.660 -3.228 -0.031 -0.522
H 3.275 -0.498 -0.184 0.821 2.238 -0.130
H 2.806 0.993 -0.182 0.554 -0.513 0.321
O 3.606 0.438 -0.031 -1.203 -1.207 -0.493
H -0.394 3.790 -0.874 0.150 0.291 -0.080
H 0.762 3.199 -1.686 -0.595 2.638 1.051
O 0.507 4.032 -1.143 0.178 -1.980 -1.229
```
Forces are in eV/Å.


- maximum force of number 1 (C33H25F4MoN4S3)?
  0.019 hartree/bohr


- Among the records above, which one has the lowest maximum force?
  C33H25F4MoN4S3


- Among the records above, which one has the lowest maximum force?
  C33H25F4MoN4S3